1.
C23H33N5O | ωB97M-V/def2-TZVPD

Summary:
* calculated total energy: -33884.326 eV
* maximum force: 0.017 hartree/bohr
* lowest unoccupied orbital energy: 0.02265 hartree
* relative energy (zero: lowest compared OMol25 entry of this formula, charge and spin): 62.41 kcal/mol
* SMILES: CC(C)=CCC[C@@H](C)CN1CCC(n2nccc2NC(=O)c2cccnc2)CC1
* frontier orbital gap: 9.23 eV

```
62
Properties=species:S:1:pos:R:3:forces:R:3:lowdin_charge:R:1
C 4.7063 -2.5103 3.2377 -0.1288 0.0208 0.0656 -0.058
C 4.1050 -3.4406 4.2567 0.0827 -0.1217 0.1035 -0.352
C 5.0286 -4.5054 4.7686 -0.1774 0.0179 0.0165 -0.073
C 2.8566 -3.3311 4.6939 -0.0718 0.1577 0.0231 -0.098
C 1.8531 -2.3128 4.2467 -0.0242 -0.2875 -0.1181 -0.196
C 0.8083 -2.9614 3.3296 -0.1142 0.2442 -0.0534 -0.178
C -0.1854 -1.9726 2.7034 0.0896 -0.0053 0.0227 -0.354
C -0.9968 -1.2528 3.7797 0.0117 -0.1413 -0.2297 -0.068
C 0.5416 -0.9835 1.7615 -0.0714 -0.2194 0.1202 -0.167
N -0.1492 -0.5767 0.5564 -0.0600 0.0296 -0.0471 -0.171
C -1.3315 0.2352 0.7414 0.0594 0.2519 -0.1852 -0.191
C -1.6515 0.9586 -0.5673 -0.1860 -0.2011 0.1447 -0.115
C -1.8755 -0.0781 -1.6692 0.3122 -0.1060 0.4435 -0.265
N -2.2280 0.5270 -2.9325 0.1420 0.4872 -0.2720 -0.067
N -3.3564 0.1455 -3.5312 -0.6473 -0.6078 0.0726 0.078
C -3.4481 0.8435 -4.6437 0.2572 0.1489 0.1200 -0.143
C -2.3522 1.6996 -4.7918 0.2370 -0.1413 0.1574 -0.010
C -1.5833 1.4692 -3.6660 -0.4346 -0.1140 -0.5522 -0.264
N -0.3714 2.0281 -3.2778 0.2745 -0.4976 0.3304 0.168
C 0.0403 3.3138 -3.4818 0.0576 0.0918 0.1602 -0.434
O 1.1992 3.6309 -3.3143 0.0440 0.0732 -0.1378 0.091
C -1.0203 4.2880 -3.8549 -0.1142 0.5425 -0.0774 -0.140
C -0.7997 5.2055 -4.8769 -0.0373 -0.1789 0.1961 -0.004
C -1.7886 6.1288 -5.1703 -0.0102 -0.0849 0.0267 -0.050
C -2.9537 6.1045 -4.4179 0.1246 0.1795 -0.2594 -0.142
N -3.1553 5.2611 -3.4192 -0.4482 0.0472 0.3324 0.077
C -2.2157 4.3799 -3.1427 0.3765 -0.1535 -0.0703 -0.096
C -0.6560 -0.9974 -1.7745 -0.2866 -0.1913 0.1283 -0.110
C -0.3876 -1.6281 -0.4081 0.1667 0.1238 -0.2212 -0.188
H 4.8330 -1.5120 3.6563 0.0584 0.1034 -0.0447 0.086
H 5.6818 -2.8712 2.9225 0.0733 0.0198 -0.0719 0.073
H 4.0707 -2.4268 2.3583 -0.0096 0.0742 -0.1237 0.073
H 5.9162 -4.0518 5.2094 0.1244 -0.0163 0.0295 0.080
H 5.3558 -5.1463 3.9496 0.0988 -0.0692 -0.0403 0.080
H 4.5427 -5.1224 5.5200 -0.0008 -0.0728 0.0689 0.072
H 2.4891 -4.0433 5.4217 0.0407 -0.1621 0.1230 0.109
H 2.3479 -1.4968 3.7228 0.0246 0.1376 0.0126 0.099
H 1.3541 -1.9015 5.1264 0.0105 0.1285 -0.0167 0.111
H 0.2528 -3.7077 3.9031 0.0100 -0.0914 -0.0113 0.116
H 1.3294 -3.4919 2.5280 0.0151 -0.0580 -0.0042 0.116
H -0.8780 -2.5671 2.0964 0.0203 0.0215 -0.0121 0.128
H -0.3720 -0.5564 4.3337 0.0477 0.0968 0.1014 0.077
H -1.8191 -0.6934 3.3419 -0.0934 0.0980 0.0139 0.062
H -1.4141 -1.9735 4.4804 -0.0813 -0.0247 0.1224 0.081
H 0.7902 -0.0708 2.3096 0.1007 -0.0199 0.0334 0.125
H 1.4803 -1.4373 1.4297 0.0680 0.0252 0.0675 0.116
H -2.2093 -0.3653 1.0400 0.0135 0.0298 0.0821 0.125
H -1.1308 0.9693 1.5238 -0.0706 -0.0354 0.0398 0.127
H -2.5458 1.5720 -0.4449 -0.0372 0.0316 -0.0513 0.122
H -0.8131 1.6072 -0.8215 -0.0213 0.0343 0.0378 0.111
H -2.7495 -0.6889 -1.4127 0.1354 0.1114 -0.0586 0.152
H -4.2832 0.7101 -5.3012 -0.2093 -0.0489 -0.1036 0.099
H -2.1470 2.3774 -5.5939 0.0856 0.1475 -0.1359 0.104
H 0.3495 1.3999 -2.9420 -0.0159 0.2156 -0.1080 0.144
H 0.1301 5.1795 -5.4262 0.0840 0.0166 -0.0225 0.124
H -1.6581 6.8501 -5.9617 -0.0130 0.0611 -0.0633 0.102
H -3.7625 6.7961 -4.6128 -0.0090 0.1004 -0.0898 0.105
H -2.4191 3.7251 -2.3052 0.0558 -0.1487 0.0418 0.118
H 0.2288 -0.4310 -2.0673 0.0725 -0.0176 -0.0262 0.107
H -0.8368 -1.7728 -2.5204 -0.0147 0.0230 -0.0585 0.124
H -1.2477 -2.2662 -0.1365 0.0612 -0.0287 0.0098 0.124
H 0.5009 -2.2605 -0.4629 -0.0481 -0.0471 0.0185 0.127
```
Positions in Å, forces in eV/Å.

=====

2.
C23H33N6PtS2 | ωB97M-V/def2-TZVPD

Summary:
* calculated total energy: -58235.855 eV
* maximum force: 0.093 hartree/bohr
* lowest unoccupied orbital energy: -0.06188 hartree
* frontier orbital gap: 6.93 eV
* charge: +1

```
65
Properties=species:S:1:pos:R:3:forces:R:3:lowdin_charge:R:1
Pt -0.1091 -0.0428 0.0466 -2.6551 -0.1977 -1.7885 0.712
C -3.9341 2.4097 -1.2950 -0.0105 -0.2047 0.4092 -0.067
N -2.5857 2.4451 -0.7800 0.7520 0.3402 0.2583 -0.065
C -2.1612 2.0652 0.4441 -1.6941 -0.1167 -1.0913 -0.920
N -3.0752 1.5940 1.3113 -0.2026 0.1805 0.1399 0.117
S -0.5613 2.1746 0.8669 1.4668 1.1556 0.9842 0.557
H -3.9272 2.7861 -2.3205 -0.0905 -0.0995 0.2518 0.095
H -4.5754 3.0380 -0.6713 -0.1711 0.0101 -0.2100 0.091
H -4.3004 1.3799 -1.2779 -0.1528 0.0544 -0.1814 0.092
H -1.8543 2.7908 -1.3916 -0.2053 -0.1766 0.3743 0.089
H -4.0562 1.5206 1.0937 0.1043 0.0096 -0.0849 0.103
H -2.7702 1.3086 2.2332 0.0185 0.2397 -0.4555 0.071
C 3.3836 -4.0746 0.6129 -0.0571 -0.5725 -0.3621 -0.103
C 3.4049 -2.7508 1.3577 0.0943 -0.1158 0.0319 -0.217
C 2.2913 -1.8892 0.9432 -0.7971 0.8210 -0.1848 -0.121
N 1.4116 -1.2064 0.6169 3.7457 -2.0795 1.6072 -0.066
H 4.2193 -4.7048 0.9330 -0.1397 0.1400 -0.0359 0.082
H 3.4673 -3.9215 -0.4686 -0.0117 -0.0295 0.2087 0.084
H 2.4531 -4.6206 0.8030 0.1802 0.1055 -0.0329 0.084
H 4.3567 -2.2423 1.1691 -0.2520 0.1397 0.0546 0.122
H 3.3467 -2.9385 2.4354 -0.1054 0.2434 -0.1296 0.122
N -1.2458 -0.8139 1.5044 -0.4011 -0.5105 0.5443 -0.047
C -1.8068 -1.2514 2.4164 -0.5169 -0.3618 0.4805 -0.167
N -2.4532 -1.7583 3.4766 0.0588 0.1863 -0.4840 -0.078
C -2.6593 -3.2180 3.6740 0.5539 -0.0965 -0.2240 -0.133
C -2.3464 -3.5800 5.1224 -0.0229 0.0342 0.1756 -0.183
C -3.1829 -2.7515 6.0957 -0.0281 -0.0393 0.0607 -0.203
C -3.0401 -1.2578 5.8098 0.0264 -0.0752 0.1675 -0.180
C -3.3394 -0.9413 4.3480 0.4611 0.3247 -0.1035 -0.138
H -2.0027 -3.7865 3.0053 -0.1262 0.3247 -0.0001 0.130
H -3.6938 -3.4782 3.4203 0.0390 0.1357 0.0200 0.129
H -1.2820 -3.4026 5.3212 -0.1101 -0.0239 -0.1219 0.120
H -2.5328 -4.6468 5.2879 0.0242 0.1276 -0.1373 0.119
H -2.8738 -2.9639 7.1252 -0.1029 0.0282 -0.1584 0.117
H -4.2374 -3.0410 6.0094 0.0674 0.0148 0.0106 0.118
H -2.0171 -0.9416 6.0497 -0.1342 0.0289 -0.1199 0.123
H -3.7149 -0.6895 6.4593 0.0658 -0.0066 -0.1702 0.120
H -3.1714 0.1261 4.1634 0.0823 -0.2380 -0.0976 0.115
H -4.3873 -1.1568 4.1074 0.0916 -0.0912 -0.0430 0.130
N 1.0449 0.7400 -1.4335 0.5377 -3.1627 3.5136 -0.610
S 0.7366 1.9263 -2.3141 1.7386 0.5309 -2.5901 1.003
C 2.3744 2.7197 -2.2870 0.4334 1.7313 -0.4525 -0.366
C 2.7517 3.5350 -3.3632 0.0539 0.0129 0.0714 -0.077
C 3.9667 4.2259 -3.3513 -0.3506 -0.2923 0.1415 -0.060
C 4.8109 4.1302 -2.2473 -0.1763 -0.1508 0.0992 -0.066
C 4.4330 3.3541 -1.1533 -0.3167 -0.0474 -0.3685 -0.061
C 3.2163 2.6658 -1.1697 -0.4235 -0.3328 0.0494 -0.070
C 0.9387 1.0351 -3.8879 -0.6988 0.9233 -1.8737 -0.366
C -0.1444 1.0737 -4.7737 0.2246 -0.0080 0.1287 -0.084
C -0.0750 0.4436 -6.0187 0.2037 -0.1343 0.2419 -0.065
C 1.0844 -0.2348 -6.3911 -0.1947 0.1737 0.1887 -0.066
C 2.1686 -0.2861 -5.5162 -0.2667 0.2000 0.5119 -0.058
C 2.0950 0.3442 -4.2708 -0.1133 0.1074 0.1771 -0.071
H 1.9626 0.3104 -1.6200 -0.8408 0.1378 0.2464 0.047
H 2.0872 3.6315 -4.2172 0.1183 -0.0243 0.0066 0.114
H 4.2412 4.8415 -4.2016 -0.0387 -0.0834 0.0974 0.112
H 5.7529 4.6684 -2.2329 -0.1027 -0.0599 -0.0079 0.111
H 5.0718 3.2856 -0.2788 -0.0948 0.0076 -0.1044 0.111
H 2.9127 2.0842 -0.3030 0.0181 0.0507 -0.0851 0.106
H -1.0500 1.5956 -4.4769 0.0677 -0.0056 -0.1178 0.100
H -0.9288 0.4811 -6.6869 0.1041 -0.0085 0.0643 0.110
H 1.1397 -0.7291 -7.3554 0.0056 0.0841 0.0993 0.111
H 3.0727 -0.8192 -5.7915 -0.1027 0.0792 0.0407 0.111
H 2.9398 0.2939 -3.5910 0.0761 0.0597 -0.1278 0.112
H -1.0409 -0.8849 -1.1253 0.2934 0.6018 0.4876 -0.077
```
Positions in Å, forces in eV/Å.

=====

- Which value of lowest unoccupied orbital energy does entry 1 give?
  0.02265 hartree

=====

- Among the records above, which one has the lowest frontier orbital gap?
  C23H33N6PtS2